Molecular formula: C11H15N
Method: DFT, the ωB97M-V functional and the def2-TZVPD basis

Each line ends with the Löwdin charge.
Atoms and positions in Å:
1 C -0.4879 -2.5998 -0.5292  -0.1672
2 C -1.9361 -2.6623 -1.0326  -0.1707
3 H 0.1529 -2.0648 -1.2342  0.0576
4 H -0.4038 -2.0374 0.4012  0.0494
5 H -0.0503 -3.5878 -0.3987  0.0468
6 H -1.9996 -2.2011 -2.0193  0.0545
7 H -2.6341 -2.0993 -0.4159  0.0385
8 H -2.2541 -3.7061 -1.0716  0.0470
9 C 1.5758 1.6201 -2.1357  -0.0805
10 C 0.3256 1.2117 0.1182  -0.1832
11 C 1.4538 1.6449 -0.6358  -0.2849
12 C 0.7552 1.1219 1.4700  -0.2632
13 C 2.5157 1.8928 0.2276  -0.1427
14 C -1.0131 0.8413 -0.2150  -0.1188
15 C -1.7743 0.3367 0.8267  -0.2267
16 C -1.3505 0.2097 2.1454  -0.1855
17 C -0.0462 0.7008 2.5287  -0.1092
18 N 2.0671 1.5797 1.5116  0.0251
19 H -1.2875 0.9399 -1.2594  0.0652
20 H -2.7895 -0.0372 0.6948  0.0722
21 H -2.0314 -0.2189 2.8686  0.0563
22 H 2.3681 0.9077 -2.3810  0.0607
23 H 1.7819 2.5694 -2.6385  0.0552
24 H 3.4731 2.2339 -0.1259  0.0677
25 H 2.6147 1.4479 2.3576  0.1298
26 H 0.3311 0.6673 3.5425  0.0529
27 H 0.6437 1.2890 -2.6000  0.0537

Orbital gap (alpha / beta) ... 0.1203 / 0.2405 Eh
Energy relative to the best compared isomer or geometry (same formula, charge and spin) ... 29.3 kJ/mol
Multiplicity ... 2
Net charge ... -1
E_HOMO (alpha / beta) ... 0.59 / -2.73 eV